Record 1
84
Properties=species:S:1:pos:R:3 method="wB97M-V/def2-TZVPD" homo_ha=-0.235 multiplicity=1 relative_energy_kj_mol=88.9
Sn -0.097 0.142 1.048
C 2.175 -0.112 -1.365
C 1.528 -1.311 -1.817
C 0.555 -0.955 -2.799
Si 2.058 -3.020 -1.290
C 0.563 0.444 -2.938
C 1.544 0.976 -2.051
Si 2.031 2.761 -1.842
H 2.995 -0.039 -0.627
H -0.008 -1.668 -3.389
H 0.015 1.038 -3.659
Cl -3.456 0.227 2.215
C 3.875 2.775 -1.749
C 1.464 3.743 -3.339
C 3.900 -2.949 -1.150
C 1.532 -4.254 -2.607
H 2.032 3.421 -4.234
H 1.712 4.798 -3.127
H 0.379 3.668 -3.529
H 4.240 2.385 -0.795
H 4.199 3.817 -1.833
H 4.301 2.211 -2.588
H 2.059 -4.057 -3.560
H 0.438 -4.271 -2.761
H 1.852 -5.235 -2.213
H 4.346 -2.462 -2.026
H 4.260 -3.981 -1.115
H 4.214 -2.452 -0.227
C 1.266 3.426 -0.244
C 1.262 -3.561 0.355
P -0.411 2.814 0.206
H 1.245 4.526 -0.282
H 1.963 3.147 0.566
P -0.353 -2.765 0.741
H 1.995 -3.291 1.131
H 1.193 -4.660 0.398
C -0.817 -3.393 2.436
C -1.479 -3.668 -0.437
C -1.506 3.554 -1.102
C -0.845 3.763 1.749
C -0.768 2.832 2.970
H -1.894 4.042 1.580
C -0.025 5.034 1.991
H 1.047 4.807 2.057
H -0.346 5.426 2.965
H -0.181 5.838 1.256
H -1.530 2.040 2.944
H -0.929 3.411 3.891
H 0.226 2.357 3.001
H -1.055 3.199 -2.044
C -1.512 5.090 -1.121
C -2.919 2.967 -0.976
H -0.536 5.550 -1.333
H -1.889 5.519 -0.183
H -2.192 5.410 -1.921
H -2.914 1.871 -1.100
H -3.524 3.391 -1.788
H -3.395 3.246 -0.020
H -1.023 -3.459 -1.419
C -2.888 -3.060 -0.425
C -1.494 -5.187 -0.220
H -0.518 -5.677 -0.338
H -2.161 -5.632 -0.970
H -1.889 -5.455 0.768
H -2.882 -2.003 -0.738
H -3.374 -3.162 0.560
H -3.487 -3.617 -1.158
C -0.749 -2.252 3.466
C 0.005 -4.595 2.911
H -1.868 -3.699 2.314
H 1.069 -4.333 2.984
H -0.101 -5.502 2.297
H -0.350 -4.849 3.918
H 0.267 -1.831 3.488
H -1.010 -2.636 4.463
H -1.446 -1.435 3.243
C -4.872 0.086 1.034
H -5.834 0.177 1.605
H -4.705 -0.890 0.568
H -4.677 0.890 0.315
O 2.449 -0.957 1.611
C 2.579 0.115 2.257
O 1.827 1.147 2.006
H 3.252 0.251 3.138

Record 2
90
Properties=species:S:1:pos:R:3 method="wB97M-V/def2-TZVPD" homo_ha="-0.333 / -0.354" s_squared=2.010 multiplicity=3
C -3.904 0.599 3.907
Si -2.534 0.041 2.623
C -0.926 -0.286 3.705
C -2.933 -1.633 1.761
O -2.115 1.361 1.544
C -3.044 1.485 0.412
C -2.121 2.026 -0.873
C -0.689 1.243 -1.022
O -0.189 1.487 -2.416
S 1.396 0.784 -2.284
O 2.550 1.440 -3.096
O 1.077 -0.698 -2.697
O 1.837 1.055 -0.628
C 0.610 1.729 -0.127
O 0.692 3.122 0.340
N 0.640 3.106 1.708
O -0.286 3.865 2.019
H -4.451 1.565 3.479
H -4.712 -0.259 4.088
H -3.371 0.811 4.949
H -1.027 -1.247 4.364
H -0.677 0.696 4.292
H -0.054 -0.411 2.899
H -4.044 -1.922 2.087
H -2.959 -1.552 0.580
H -2.205 -2.480 2.125
H -3.528 0.484 0.047
H -3.914 2.276 0.582
H -2.740 1.821 -1.862
H -1.997 3.205 -0.742
H -0.846 0.060 -1.013
H 0.451 1.148 0.903
C 5.350 -0.150 3.277
C 4.184 0.699 3.866
C 4.745 1.831 4.770
C 5.260 1.343 6.121
C 4.205 0.509 6.837
C 3.658 -0.650 5.969
N 3.234 -0.205 4.596
O 2.012 0.475 4.732
C 4.743 -1.759 5.854
C 2.502 -1.356 6.750
C 3.540 1.378 2.611
H 5.597 0.140 2.247
H 6.275 -0.048 3.852
H 5.096 -1.213 3.221
H 3.964 2.581 4.955
H 5.555 2.362 4.250
H 6.183 0.765 5.993
H 5.527 2.204 6.742
H 4.633 0.117 7.767
H 3.382 1.171 7.137
H 4.419 -2.561 5.177
H 4.938 -2.220 6.830
H 5.708 -1.390 5.505
H 1.694 -0.668 7.021
H 2.868 -1.782 7.693
H 2.071 -2.176 6.165
H 3.111 0.629 1.933
H 4.289 1.946 2.046
H 2.753 2.094 2.873
C -0.859 -1.625 -5.066
C -2.356 -1.980 -5.306
C -2.522 -2.729 -6.657
C -2.395 -1.828 -7.881
C -3.327 -0.627 -7.773
C -3.153 0.158 -6.450
N -3.179 -0.728 -5.235
O -4.515 -1.104 -5.016
C -1.816 0.950 -6.498
C -4.237 1.283 -6.391
C -2.690 -2.998 -4.164
H -0.364 -2.334 -4.390
H -0.273 -1.628 -5.991
H -0.741 -0.647 -4.589
H -3.507 -3.215 -6.695
H -1.783 -3.539 -6.733
H -1.357 -1.496 -8.006
H -2.639 -2.399 -8.782
H -3.158 0.033 -8.631
H -4.363 -0.982 -7.864
H -1.619 1.455 -5.543
H -1.847 1.727 -7.273
H -0.951 0.331 -6.738
H -5.257 0.891 -6.471
H -4.117 1.989 -7.223
H -4.163 1.857 -5.461
H -2.602 -2.526 -3.176
H -2.000 -3.851 -4.185
H -3.695 -3.422 -4.253

Record 3
108
Properties=species:S:1:pos:R:3 method="wB97M-V/def2-TZVPD" homo_ha=-0.319 multiplicity=1
Mg -4.177 -3.027 2.344
O -0.102 -0.664 6.100
C 0.660 -0.004 6.723
O 2.001 -0.197 6.842
B 2.574 0.841 7.809
O 1.409 1.652 8.227
C 0.329 1.228 7.599
O -0.824 1.682 7.676
O 3.554 1.709 7.115
C 4.636 1.716 7.728
O 5.625 2.418 7.440
C 4.589 0.679 8.885
O 3.303 0.226 8.927
O 5.537 0.375 9.682
As -1.087 1.339 -0.875
F -0.134 2.744 -1.548
F -1.565 2.330 0.509
F -2.095 -0.004 -0.180
F -0.534 0.219 -2.117
F 0.362 0.862 0.050
F -2.522 1.818 -1.794
C 3.398 8.258 0.720
N 3.848 9.615 1.070
O 4.175 10.432 0.161
O 4.019 9.836 2.257
H 2.549 7.922 1.315
H 4.210 7.532 0.760
H 3.055 8.335 -0.312
C -1.267 -5.609 1.216
O -2.450 -5.059 0.654
C -2.907 -5.728 -0.544
C -4.057 -4.938 -1.296
O -4.956 -4.400 -0.279
C -6.135 -3.771 -0.815
H -1.353 -6.656 1.508
H -0.919 -5.095 2.112
H -0.487 -5.509 0.462
H -3.157 -6.762 -0.309
H -2.074 -5.752 -1.248
H -4.569 -5.576 -2.017
H -3.778 -4.138 -1.982
H -6.538 -4.308 -1.673
H -5.982 -2.752 -1.172
H -6.854 -3.755 0.004
C 9.294 6.015 1.004
O 9.121 5.456 -0.250
C 9.531 4.084 -0.338
C 9.461 3.609 -1.782
O 8.239 3.806 -2.568
C 7.132 3.118 -2.028
H 8.888 7.026 0.981
H 10.320 6.086 1.366
H 8.795 5.428 1.775
H 8.912 3.439 0.285
H 10.527 4.032 0.102
H 9.699 2.546 -1.745
H 10.251 4.094 -2.355
H 7.433 2.079 -1.893
H 6.367 3.200 -2.800
H 6.775 3.536 -1.086
C -5.557 -5.379 5.213
O -5.966 -4.208 4.585
C -7.408 -3.905 4.748
C -7.589 -2.375 4.906
O -6.718 -1.761 3.957
C -6.998 -0.377 3.824
H -5.965 -5.538 6.211
H -4.491 -5.481 5.417
H -5.807 -6.234 4.584
H -7.832 -4.357 5.645
H -7.928 -4.370 3.910
H -7.273 -2.026 5.889
H -8.636 -2.092 4.793
H -8.033 -0.205 3.530
H -6.329 0.078 3.094
H -6.948 0.086 4.810
C -6.762 4.800 -8.846
O -7.307 3.520 -8.550
C -6.359 2.398 -8.335
C -7.005 1.074 -7.814
O -8.181 0.717 -8.569
C -9.382 1.334 -8.163
H -6.267 4.760 -9.816
H -6.095 5.203 -8.084
H -7.596 5.502 -8.850
H -5.584 2.722 -7.640
H -5.838 2.287 -9.286
H -7.184 0.969 -6.743
H -6.287 0.276 -8.003
H -9.320 2.420 -8.235
H -9.673 1.053 -7.150
H -10.148 0.990 -8.858
C 6.518 -2.769 0.553
O 6.591 -4.147 0.243
C 6.828 -4.498 -1.078
C 5.753 -4.350 -2.135
O 6.420 -3.849 -3.294
C 5.589 -3.573 -4.393
H 5.630 -2.281 0.150
H 7.443 -2.257 0.289
H 6.447 -2.654 1.634
H 7.153 -5.538 -1.105
H 7.718 -3.993 -1.453
H 4.992 -3.667 -1.758
H 5.239 -5.308 -2.221
H 6.053 -2.893 -5.108
H 4.630 -3.159 -4.082
H 5.407 -4.561 -4.816

Record 4
91
Properties=species:S:1:pos:R:3 method="wB97M-V/def2-TZVPD" homo_ha=-0.340 multiplicity=1
C 4.190 2.496 -1.322
S 3.147 1.156 -2.048
O 3.487 0.838 -3.439
O 3.391 -0.025 -1.180
C 1.361 1.561 -1.826
C 0.914 2.935 -1.379
C -0.487 3.229 -1.172
F -0.892 4.468 -0.727
C -1.470 2.117 -1.434
N -2.856 2.127 -1.285
S -3.368 0.588 -1.690
N -1.978 -0.245 -2.087
C -1.013 0.741 -1.888
C 0.452 0.452 -2.092
H 5.196 2.027 -1.146
H 3.684 2.765 -0.344
H 4.268 3.403 -1.977
H 1.665 3.746 -1.198
H 0.826 -0.568 -2.401
C -1.512 7.598 2.103
C -2.641 7.921 1.136
C -3.403 6.667 0.739
O -2.103 8.542 -0.031
H -0.789 6.917 1.644
H -0.966 8.506 2.372
H -1.895 7.137 3.017
H -3.326 8.637 1.597
H -2.744 5.954 0.234
H -4.203 6.911 0.036
H -3.842 6.179 1.612
H -1.496 7.917 -0.446
C 0.816 -1.866 2.777
C 0.106 -1.175 1.622
C 0.001 -2.089 0.411
O 0.820 0.007 1.264
H 1.837 -2.143 2.497
H 0.895 -1.195 3.636
H 0.282 -2.768 3.086
H -0.894 -0.867 1.938
H 0.994 -2.373 0.049
H -0.501 -1.577 -0.412
H -0.557 -2.998 0.648
H 1.708 -0.255 0.982
C 3.806 -3.371 -2.688
C 2.470 -3.920 -3.165
C 2.541 -4.363 -4.617
O 1.466 -2.914 -3.021
H 4.099 -2.496 -3.275
H 3.738 -3.046 -1.648
H 4.593 -4.125 -2.769
H 2.174 -4.764 -2.537
H 2.792 -3.522 -5.270
H 1.572 -4.745 -4.949
H 3.290 -5.146 -4.754
H 1.719 -2.163 -3.574
C -0.566 0.060 6.745
C 0.438 -1.076 6.627
C 1.082 -1.386 7.970
O 1.449 -0.721 5.686
H -0.077 0.978 7.084
H -1.012 0.279 5.772
H -1.365 -0.190 7.448
H -0.061 -1.969 6.244
H 1.626 -0.517 8.351
H 1.808 -2.196 7.869
H 0.333 -1.679 8.709
H 1.898 0.068 6.014
C 4.127 -9.415 -5.067
C 3.759 -8.078 -5.690
C 3.785 -8.149 -7.209
O 4.674 -7.078 -5.246
H 5.140 -9.713 -5.355
H 4.115 -9.347 -3.977
H 3.432 -10.200 -5.375
H 2.764 -7.777 -5.353
H 4.786 -8.405 -7.570
H 3.529 -7.180 -7.643
H 3.079 -8.896 -7.581
H 5.559 -7.332 -5.537
C -6.607 3.704 1.227
C -6.689 4.290 2.629
C -8.107 4.225 3.173
O -6.251 5.648 2.603
H -7.241 4.264 0.533
H -5.585 3.768 0.844
H -6.919 2.658 1.218
H -6.015 3.746 3.294
H -8.793 4.803 2.545
H -8.154 4.658 4.175
H -8.465 3.194 3.222
H -6.840 6.140 2.017

Record 5
85
Properties=species:S:1:pos:R:3 method="wB97M-V/def2-TZVPD" homo_ha="-0.556 / -0.622" s_squared=6.015 multiplicity=5 charge=+3
Pd 0.252 1.142 1.450
C -0.221 3.539 4.245
C 0.182 2.178 3.778
C -0.777 1.154 3.624
C -0.409 -0.185 3.323
C -1.429 -1.278 3.362
C 0.946 -0.455 3.078
C 1.940 0.543 3.213
C 3.384 0.207 3.060
C 1.524 1.856 3.521
H -0.947 3.992 3.571
H 0.634 4.203 4.345
H -0.708 3.454 5.220
H -1.819 1.382 3.823
H -2.349 -1.006 2.844
H -1.698 -1.454 4.408
H -1.039 -2.215 2.966
H 1.250 -1.473 2.860
H 3.619 -0.025 2.019
H 3.620 -0.683 3.647
H 4.025 1.024 3.383
H 2.276 2.629 3.622
C 3.190 -0.759 -0.640
O 1.928 -0.065 -0.454
Si 1.625 1.317 -1.395
C 2.997 2.519 -1.209
C 1.387 0.893 -3.168
C -0.021 1.768 -0.551
Si -1.626 0.824 -1.019
C -2.881 0.783 0.367
C -1.270 -0.993 -1.482
C -2.380 1.547 -2.542
Si -0.257 3.636 0.041
C 1.219 4.250 1.016
C -1.850 3.914 0.944
C -0.337 4.469 -1.628
H 3.368 -0.953 -1.699
H 3.135 -1.712 -0.118
H 4.015 -0.168 -0.243
H 3.851 2.128 -1.769
H 3.316 2.693 -0.181
H 2.750 3.485 -1.659
H 2.361 0.829 -3.661
H 0.835 1.686 -3.683
H 0.867 -0.046 -3.341
H -2.485 0.743 1.384
H -3.535 -0.082 0.225
H -3.512 1.673 0.319
H -0.838 -1.764 0.377
H -0.811 -1.041 -2.467
H -2.238 -1.493 -1.566
H -2.851 2.509 -2.331
H -3.164 0.866 -2.887
H -1.661 1.682 -3.352
H 1.874 3.479 1.415
H 0.877 4.875 1.844
H 1.840 4.881 0.375
H -2.017 3.262 1.803
H -2.710 3.813 0.278
H -1.849 4.949 1.301
H 0.597 4.395 -2.184
H -0.538 5.528 -1.426
H -1.149 4.073 -2.237
C 0.383 -3.346 -3.696
C -1.038 -3.644 -3.257
N -1.164 -3.871 -1.797
C -2.057 -4.991 -1.406
C -1.497 -6.380 -1.665
C -0.326 -3.339 -0.899
C 0.265 -4.073 0.254
N -0.443 -1.836 -0.569
H 0.424 -3.270 -4.782
H 1.064 -4.140 -3.387
H 0.758 -2.404 -3.285
H -1.376 -4.561 -3.738
H -1.725 -2.862 -3.591
H -2.984 -4.853 -1.964
H -2.304 -4.866 -0.351
H -1.217 -6.511 -2.711
H -2.252 -7.130 -1.433
H -0.622 -6.590 -1.049
H 0.726 -4.993 -0.098
H -0.469 -4.356 1.024
H 1.047 -3.483 0.745
H 0.499 -1.428 -0.504

E_tot, respectively: -83535.6504; -68350.7073; -152479.8051; -70529.3907; -58899.2758 eV.